1.
Formula: C26H26Br2N4O3PtS
Source: the OMol25 dataset
Level of theory: wB97M-V/def2-TZVPD

Values from the calculation:
Kohn-Sham gap	6.80	eV
molecular weight	829.47	Da
E_tot	-7116.5978	Ha
ΔE to the lowest compared entry with this formula, charge and spin	0.1327	eV
lowest unoccupied orbital energy	-0.012	Ha
HOMO energy	-7.126	eV

Positions of all 63 atoms, in Å:
Pt  0.47967  -0.03836  -0.52959
C  1.57566  -1.49662  -3.42158
C  0.23581  -1.92361  -2.91823
C  -0.45969  -2.96581  -3.57883
C  -1.68344  -3.38173  -3.16050
C  -2.31473  -2.71548  -2.08577
C  -3.62054  -2.98460  -1.60932
Br  -4.62423  -4.41900  -2.33592
C  -4.17870  -2.20545  -0.63800
C  -3.46672  -1.12693  -0.09531
Br  -4.31174  -0.01613  1.17814
C  -2.17236  -0.82623  -0.48150
O  -1.48376  0.17832  -0.02239
C  -1.59657  -1.67523  -1.47965
N  -0.31182  -1.32894  -1.86710
H  1.80355  -2.00537  -4.35752
H  2.33808  -1.69901  -2.67430
H  1.58134  -0.41783  -3.58353
H  0.01697  -3.43113  -4.43059
H  -2.19752  -4.18921  -3.66343
H  -5.18190  -2.40515  -0.28722
C  3.28113  0.48637  -1.22156
O  2.37709  -0.50463  -0.84771
H  4.25455  0.01851  -1.41183
H  3.44135  1.25146  -0.45028
H  2.98841  1.02229  -2.14176
C  -0.15459  4.31669  -0.06450
C  0.02577  3.02740  -0.52901
N  0.95598  2.20758  -0.03068
C  1.74524  2.65969  0.93819
C  1.66745  3.95165  1.44692
C  0.67063  4.77964  0.94758
C  2.54724  4.39965  2.54417
C  3.87029  4.28691  2.66587
C  4.86017  3.81326  1.67996
C  6.18657  3.65217  2.06671
C  7.08479  3.23664  1.10146
N  6.72432  3.00357  -0.15743
C  5.43520  3.19393  -0.42765
N  4.48937  3.58423  0.41730
H  -0.93454  4.93748  -0.48429
H  -0.59743  2.61592  -1.31282
H  2.45548  1.95320  1.34618
H  0.54989  5.78303  1.34183
H  2.03126  4.87746  3.37391
H  4.30792  4.63104  3.59693
H  6.50317  3.84410  3.08295
H  8.13123  3.08464  1.34323
H  5.12057  3.00773  -1.44930
O  0.59778  0.34216  2.08771
S  -0.55527  1.09108  2.69687
C  0.15260  1.95914  4.14496
C  -0.65290  1.53740  5.36581
C  -0.88877  0.04083  5.17885
C  -1.43744  -0.09792  3.76457
H  0.16997  3.03124  3.95195
H  1.17584  1.58060  4.19164
H  -1.61367  2.05919  5.38447
H  -0.13062  1.77874  6.29220
H  -1.57951  -0.36952  5.91577
H  0.05699  -0.49821  5.26861
H  -2.49947  0.14986  3.70798
H  -1.28179  -1.06777  3.29294

Cartesian forces, eV/Å:
Pt 0.3 1.0 -0.8
C -0.1 0.0 0.0
C -0.1 0.1 0.2
C 0.0 0.0 0.0
C 0.0 0.0 0.0
C 0.0 0.0 0.0
C 0.0 0.0 0.0
Br 0.0 0.0 0.0
C 0.0 0.0 0.0
C -0.1 0.0 0.0
Br 0.0 0.0 0.0
C 0.1 0.1 0.1
O -0.1 0.0 0.0
C 0.1 0.2 -0.2
N -0.1 -0.8 0.2
H 0.0 0.0 0.0
H 0.0 0.0 0.0
H 0.0 0.0 0.0
H 0.0 0.0 0.0
H 0.0 0.0 0.0
H 0.0 0.0 0.0
C -0.1 0.0 -0.1
O 0.0 0.1 0.1
H 0.0 0.0 0.0
H 0.0 0.0 0.0
H 0.0 0.0 0.0
C 0.0 0.0 0.0
C 0.0 0.0 -0.1
N -0.4 -0.4 0.4
C 0.2 -0.1 -0.1
C 0.0 0.0 0.0
C 0.0 0.0 0.0
C -0.1 0.0 0.0
C 0.1 0.0 0.0
C 0.0 0.0 0.0
C 0.0 0.0 0.0
C 0.0 0.0 0.0
N -0.1 0.0 0.0
C 0.0 0.0 0.1
N 0.0 0.0 -0.1
H 0.0 0.0 0.0
H 0.0 0.0 0.1
H 0.0 0.0 0.0
H 0.0 0.0 0.0
H 0.0 0.0 0.0
H 0.0 0.0 0.0
H 0.0 0.0 0.0
H 0.0 0.0 0.0
H 0.0 0.0 0.0
O 0.0 -0.1 0.3
S 0.1 -0.1 -0.1
C 0.0 0.0 0.0
C 0.0 0.0 0.0
C 0.0 0.0 0.0
C -0.1 0.0 -0.1
H 0.0 0.0 0.0
H 0.0 0.0 0.0
H 0.0 0.0 0.0
H 0.0 0.0 0.0
H 0.0 0.0 0.0
H 0.0 0.0 0.0
H 0.0 0.0 0.0
H 0.0 0.0 0.0

***

2.
Formula: C26H26HgN3O6P2S
Source: the OMol25 dataset
Level of theory: wB97M-V/def2-TZVPD

Values from the calculation:
Kohn-Sham gap (spin up / spin down)	4.67 / 5.71	eV
molecular weight	771.11	Da
total charge	-2
E_tot	-2856.3900	Ha
multiplicity	2
ΔE to the lowest compared entry with this formula, charge and spin	3.4688	eV
lowest unoccupied orbital energy (spin up / spin down)	0.164 / 0.164	Ha
⟨S²⟩	0.7691
HOMO energy (spin up / spin down)	-0.201 / -1.242	eV

Positions of all 65 atoms, in Å:
Hg  0.15230  0.06882  0.19510
O  7.35161  -0.04353  1.07027
C  6.79757  -0.10750  -0.05033
O  7.31620  -0.04266  -1.18333
C  5.25481  -0.07353  -0.01264
C  4.50626  -0.07045  -1.14533
C  3.07813  -0.04547  -1.10079
N  2.45971  -0.01617  0.11634
C  3.20348  -0.02392  1.23978
C  4.56951  -0.05333  1.23363
C  2.44238  -0.02425  2.53347
C  3.08173  0.05127  3.77438
C  2.31413  0.00443  4.92045
C  0.93350  -0.12029  4.82896
C  0.36757  -0.17480  3.56885
N  1.12038  -0.11932  2.46870
C  2.26820  -0.04460  -2.26934
C  2.80394  -0.03500  -3.59463
C  1.97093  0.00460  -4.67066
C  0.56378  0.04225  -4.48187
C  0.10514  0.01794  -3.18367
N  0.90058  -0.03808  -2.11513
H  5.04379  -0.08983  -2.08330
H  5.17487  -0.07345  2.12602
H  4.15496  0.14480  3.83320
H  2.79915  0.06012  5.88841
H  0.30363  -0.17284  5.70629
H  -0.69889  -0.29355  3.40969
H  3.87416  -0.05199  -3.74210
H  2.39142  0.01445  -5.67036
H  -0.13370  0.08646  -5.30673
H  -0.95894  0.05061  -2.96083
C  -0.79386  3.23807  -1.52877
P  -1.35670  2.04178  -0.26287
C  -1.82196  3.25719  1.06005
C  -2.74146  1.16238  -0.90256
C  -4.06764  1.51691  -1.07340
C  -5.14819  0.64649  -1.18634
C  -5.20076  -0.75074  -0.88134
C  -4.27417  -1.59643  -0.34674
C  -2.98013  -1.08396  0.07433
P  -1.44701  -2.08236  0.21329
C  -1.26764  -2.84835  -1.42894
C  -1.74531  -3.56070  1.23468
H  -1.57434  3.98443  -1.70310
H  -0.60792  2.70422  -2.45955
H  0.12190  3.74105  -1.21341
H  -2.85176  3.57783  0.84378
H  -1.16797  4.12512  0.92771
H  -2.21053  2.02939  2.47176
H  -4.28699  2.58343  -1.13589
H  -6.10038  1.09856  -1.44260
H  -6.16651  -1.20796  -1.09780
H  -4.52509  -2.64081  -0.19876
H  -2.12173  -3.49282  -1.65064
H  -0.34833  -3.43597  -1.45129
H  -1.19910  -2.07206  -2.18565
H  -2.61533  -4.09812  0.84755
H  -1.92669  -3.25855  2.25926
H  -0.87401  -4.21756  1.16905
O  -4.45880  0.33071  1.86662
S  -3.04333  -0.06149  1.71949
O  -1.66140  2.82158  2.38625
O  -2.44894  -0.19498  -0.98458
O  -2.60017  -1.08747  2.71792

Cartesian forces, eV/Å:
Hg 0.0 0.0 0.0
O 0.0 -0.4 0.0
C 0.1 1.1 0.1
O 0.0 -0.4 -0.1
C -0.1 -0.3 0.4
C -0.2 0.0 -0.3
C 0.3 0.0 0.2
N 0.0 0.0 -0.1
C -0.3 0.0 0.3
C 0.3 0.0 -0.3
C 0.3 0.0 -0.1
C -0.1 0.0 0.0
C 0.1 0.0 0.1
C -0.1 0.0 0.0
C 0.2 0.0 0.1
N -0.3 0.0 -0.2
C -0.1 0.0 -0.4
C 0.0 0.0 0.2
C -0.1 0.0 -0.1
C 0.0 0.0 0.0
C 0.1 0.0 0.0
N 0.1 0.0 0.1
H 0.0 0.0 0.0
H 0.0 0.0 0.0
H 0.0 0.0 0.0
H 0.0 0.0 0.0
H 0.0 0.0 0.0
H -0.1 0.0 0.0
H 0.0 0.0 0.0
H 0.0 0.0 0.0
H 0.0 0.0 0.0
H 0.0 0.0 0.0
C 0.0 0.1 -0.1
P -0.1 -0.1 0.0
C 0.1 0.3 -0.1
C -0.1 -0.1 0.1
C -0.1 0.1 -0.1
C 0.1 0.0 0.0
C -0.2 0.1 -0.1
C 0.1 0.0 0.0
C 0.1 0.0 -0.1
P 0.1 0.1 0.1
C -0.1 -0.1 -0.1
C 0.1 -0.1 -0.1
H 0.0 0.0 0.0
H 0.0 0.0 0.0
H 0.0 0.0 0.0
H 0.0 0.0 0.1
H 0.0 0.0 0.1
H 0.0 -0.2 0.0
H 0.0 0.0 0.0
H 0.0 0.0 0.0
H 0.0 0.0 0.0
H 0.0 0.0 0.0
H 0.0 0.0 0.0
H 0.0 0.0 0.0
H 0.0 0.0 0.0
H 0.0 0.0 0.0
H 0.0 0.0 0.1
H 0.0 0.0 0.0
O 0.1 0.0 0.2
S -0.2 0.1 -0.2
O -0.1 0.1 0.0
O -0.1 0.1 -0.1
O 0.0 -0.2 0.1

***

3.
Formula: C26H26N4O4
Source: the OMol25 dataset
Level of theory: wB97M-V/def2-TZVPD

Values from the calculation:
Kohn-Sham gap	7.89	eV
SMILES	CNC(=O)[C@H](Cc1c[nH]c2ccccc12)NC(C)=O.O=C(O)c1cccc(-c2ccncc2)c1
molecular weight	458.52	Da
E_tot	-1526.4318	Ha
ΔE to the lowest compared entry with this formula, charge and spin	1.0620	eV
lowest unoccupied orbital energy	-0.003	Ha
HOMO energy	-7.976	eV

Positions of all 60 atoms, in Å:
O  1.00984  -6.08192  4.79405
O  0.26109  -0.70324  -5.43713
O  -2.42681  3.03357  -6.13595
N  4.87229  1.76970  4.89173
O  3.17413  -5.45705  4.92920
C  1.85139  -5.19805  4.81422
C  0.56761  0.48199  -5.48106
C  -2.63943  1.92186  -5.66525
C  -0.83176  -0.26408  -2.19852
C  -1.45412  0.93704  -2.12694
C  3.61703  1.95838  5.32340
C  5.19282  0.57307  4.37860
C  -2.38745  2.13517  1.44602
C  -0.35532  -2.13362  4.47601
C  -1.90843  1.00616  2.13522
C  0.05301  -3.46524  4.56500
C  -2.27952  2.21686  0.04327
C  2.64470  0.95791  5.25886
C  4.27181  -0.47261  4.28418
C  0.58877  -1.10522  4.52303
C  2.34936  -2.73857  4.75288
C  -1.30858  -0.04658  1.42282
C  1.41390  -3.79059  4.70588
C  -1.68811  1.17341  -0.70331
C  2.95695  -0.30089  4.73197
C  1.95746  -1.38940  4.66348
C  -1.20558  0.04753  0.02810
N  -0.68328  -0.78994  -0.93152
N  -3.76279  1.23871  -5.91665
N  -0.25360  1.46285  -5.11206
C  1.93318  0.89259  -5.97840
C  -4.83918  1.71896  -6.77937
C  -1.86741  1.81114  -3.27378
C  -1.64834  1.27115  -4.69438
H  3.22709  -6.42310  4.98479
H  -0.51472  -0.75502  -3.11059
H  3.35045  2.92287  5.74456
H  6.20484  0.41336  4.01959
H  -2.84209  2.94690  1.99808
H  -1.41052  -1.89867  4.36921
H  -2.00162  0.95297  3.21116
H  -0.69584  -4.25357  4.52842
H  -2.65597  3.08611  -0.47509
H  1.65833  1.18025  5.64727
H  4.60140  -1.40513  3.84210
H  0.24598  -0.07912  4.43610
H  3.39933  -2.98008  4.88720
H  -0.92811  -0.91596  1.93551
H  -0.25464  -1.68608  -0.74914
H  -3.87437  0.33924  -5.47586
H  0.05922  2.41401  -5.22811
H  2.46028  1.42955  -5.19150
H  1.81698  1.53102  -6.85240
H  2.49244  -0.00181  -6.25081
H  -4.45571  1.88716  -7.78780
H  -5.64714  0.98694  -6.81791
H  -5.22443  2.66369  -6.39052
H  -1.37124  2.77788  -3.17773
H  -2.93580  1.98916  -3.14491
H  -1.87982  0.20639  -4.68523

Cartesian forces, eV/Å:
O 1.1 0.3 0.1
O -0.2 0.0 0.2
O 0.1 -0.3 0.1
N 0.0 0.0 0.0
O -0.6 0.4 -0.1
C -1.6 -1.1 -0.1
C 0.6 -1.4 -0.5
C 0.6 1.3 -0.2
C -0.2 0.2 0.1
C 0.1 0.0 0.5
C 0.2 -1.0 -0.4
C -1.1 0.1 0.3
C 0.3 -0.3 -1.0
C 0.6 -0.2 0.1
C 0.4 -0.4 -1.1
C 0.0 -0.1 0.0
C 0.1 -0.4 0.5
C 0.2 0.1 0.0
C 0.1 0.2 0.0
C 0.1 -0.4 0.0
C -0.4 0.0 0.0
C -0.2 0.5 0.0
C 0.6 1.7 0.0
C -0.4 0.4 0.7
C 0.5 0.5 0.0
C -0.5 -0.6 0.0
C -0.2 0.8 -0.9
N 0.5 -1.1 0.2
N -0.6 -0.9 0.1
N -1.3 0.8 0.3
C -0.1 0.0 0.1
C 0.4 0.3 0.1
C -0.3 0.2 0.4
C 0.3 -0.4 0.3
H 0.1 0.0 0.0
H 0.2 -0.3 0.3
H 0.2 0.0 -0.1
H 0.0 0.2 0.1
H 0.0 0.0 0.0
H 0.2 0.0 0.0
H 0.0 -0.1 0.0
H 0.3 0.1 0.0
H -0.1 0.2 0.0
H 0.0 -0.1 0.0
H -0.1 0.0 0.0
H 0.1 -0.1 0.0
H -0.1 0.0 0.0
H 0.0 -0.1 0.1
H -0.1 0.3 0.0
H 0.0 0.1 -0.1
H -0.2 0.0 0.0
H 0.1 0.1 -0.1
H 0.1 0.1 0.0
H -0.1 0.1 0.1
H -0.1 0.0 0.1
H 0.2 0.0 0.1
H 0.0 0.0 -0.1
H -0.1 0.2 -0.1
H -0.2 0.2 -0.1
H 0.5 -0.1 -0.1

***

4.
Formula: C26H27N2
Source: the OMol25 dataset
Level of theory: wB97M-V/def2-TZVPD

Values from the calculation:
Kohn-Sham gap	5.68	eV
molecular weight	367.52	Da
total charge	+1
E_tot	-1116.0992	Ha
ΔE to the lowest compared entry with this formula, charge and spin	3.7294	eV
lowest unoccupied orbital energy	-0.162	Ha
HOMO energy	-10.105	eV

Positions of all 55 atoms, in Å:
C  -0.20585  2.97999  1.20207
C  0.44177  1.97707  2.10086
C  -0.11097  0.70302  2.32366
N  -1.20224  0.25241  1.50759
C  -1.20113  0.11924  0.16013
N  -2.44279  0.04209  -0.26954
C  -2.93647  -0.00230  -1.63172
C  -3.30861  0.05629  0.84720
C  -2.54445  0.11935  1.94205
C  0.38862  -0.14718  3.31534
C  -0.24361  -1.47829  3.57162
C  1.50418  0.27560  4.05112
C  2.08770  1.52672  3.83555
C  3.24156  1.98020  4.67864
C  1.57783  2.34555  2.82610
H  0.51988  3.76589  0.96120
H  -0.55488  2.54870  0.26201
H  -1.07592  3.46715  1.66840
H  -2.15693  0.29979  -2.33525
H  -3.27599  -1.01194  -1.89797
H  -3.78839  0.68584  -1.71461
H  -4.37573  0.01086  0.71528
H  -2.79420  0.08275  2.98646
H  0.36847  -2.01844  4.30246
H  -1.25672  -1.39178  3.98921
H  -0.30130  -2.10090  2.66867
H  1.92045  -0.39308  4.80857
H  3.51158  3.00841  4.42931
H  2.98819  1.94188  5.74404
H  4.12257  1.34699  4.52679
H  2.05230  3.30650  2.61578
C  0.00081  -0.62494  -1.75169
C  0.42109  0.30186  -2.71113
C  0.39709  1.67568  -2.31480
C  0.56027  2.70085  -3.22634
C  0.80412  2.39203  -4.57432
C  0.96017  1.05437  -4.97273
C  0.83542  0.01675  -4.05914
C  -0.00256  -2.02597  -1.82290
C  0.18328  -2.77409  -0.61830
C  0.33297  -4.15179  -0.64490
C  0.31284  -4.83661  -1.87009
C  0.02181  -4.14307  -3.05431
C  -0.17649  -2.76867  -3.04144
H  -0.22766  -0.00068  -0.46980
H  0.24168  1.87916  -1.25564
H  0.50973  3.73805  -2.88544
H  0.90053  3.19595  -5.30319
H  1.19294  0.82983  -6.01666
H  1.05169  -1.01103  -4.35196
H  0.25292  -2.21221  0.31698
H  0.48201  -4.69602  0.28932
H  0.51370  -5.90812  -1.90098
H  -0.04481  -4.68806  -3.99975
H  -0.47249  -2.24168  -3.95182

Cartesian forces, eV/Å:
C 0.0 0.5 -0.5
C 0.0 -0.4 0.3
C 0.7 0.1 0.1
N -2.4 -0.6 -0.2
C 0.3 2.5 3.8
N -0.9 -0.1 1.1
C -0.3 -0.1 -0.6
C 0.1 -0.4 -0.8
C 1.0 0.5 0.3
C 0.4 0.3 -0.2
C 0.1 -0.5 0.3
C -0.5 0.0 -0.2
C -0.1 -0.2 -0.3
C 0.2 0.1 0.1
C -0.3 -0.2 0.2
H -0.2 -0.1 0.0
H -0.1 0.1 0.2
H 0.3 -0.2 0.0
H -0.2 0.0 0.2
H 0.1 0.2 0.2
H 0.3 -0.2 0.0
H 0.0 -0.1 0.1
H -0.1 0.2 0.0
H -0.2 0.0 -0.1
H 0.3 0.0 -0.1
H -0.1 0.2 0.1
H -0.2 0.2 -0.2
H 0.0 -0.1 0.1
H 0.0 0.0 -0.2
H -0.1 0.1 0.0
H -0.2 -0.2 0.2
C 3.4 -1.0 -0.9
C 0.4 0.5 -1.7
C -0.2 -0.6 -0.1
C 0.2 0.1 -0.2
C -0.1 -0.3 0.4
C 0.2 0.0 -0.2
C -0.4 0.5 0.4
C -0.6 -1.5 -1.2
C -0.1 0.6 -0.4
C 0.2 -0.2 -0.1
C -0.1 0.5 0.2
C -0.1 0.0 -0.1
C 0.2 -0.1 0.6
H -0.9 -0.2 -0.7
H -0.1 0.1 -0.5
H 0.0 -0.3 -0.2
H 0.0 -0.2 0.1
H 0.0 0.1 0.4
H -0.1 0.4 0.0
H 0.0 -0.3 -0.2
H 0.0 0.1 -0.3
H -0.2 0.3 0.0
H 0.0 0.2 0.4
H 0.1 -0.3 0.3

***

> Number 2 is which compound?

C26H26HgN3O6P2S

***

> Look up the E_tot of the third one.

-1526.4318 Ha